Record 1
ORCA calculation (the ωB97M-V functional and the def2-TZVPD basis) on 2 unconnected molecules or ions with the total composition C4H8N5O3P.

Values from the calculation:
ΔE to the lowest compared entry with this formula, charge and spin	1.1090	eV
gap between HOMO and LUMO	7.46	eV
lowest unoccupied orbital energy	6.175	eV
molecular weight	205.11	g mol⁻¹

Geometry as ORCA input:
```
! RIJCOSX wB97M-V def2-TZVPD def2/J DEFGRID3
* xyz -2 1
C 2.485 0.154 0.357
C 0.378 0.405 -1.685
C 0.061 -0.214 -0.298
C 1.042 0.224 0.717
N 4.370 -0.357 -0.410
N 3.060 -0.497 -0.714
N 3.395 0.624 1.266
N 4.556 0.251 0.668
N 0.625 0.631 1.831
O -3.644 -0.830 -0.911
O -5.413 0.476 0.662
O -3.506 -0.864 1.658
P -3.960 0.387 0.487
H -0.352 0.064 -2.502
H 1.461 0.249 -2.080
H 0.246 1.377 -1.502
H -0.979 0.075 0.002
H 0.235 -1.264 -0.177
H 1.313 0.846 2.552
H -2.790 -0.670 -1.416
H -2.583 -1.069 1.495
*
```

natural (NBO) atomic charge list, values in e, 5 entries:
1. C 0.126
2. C -0.611
3. C -0.467
4. C 0.282
5. N -0.166


Record 2
ORCA calculation (the ωB97M-V functional and the def2-TZVPD basis) on a molecular structure, C30H52N7O2P3RuSe2.

Values from the calculation:
⟨S²⟩	8.76
ΔE to the lowest compared entry with this formula, charge and spin	0.0000	eV
gap between HOMO and LUMO (alpha / beta)	8.03 / 6.17	eV
lowest unoccupied orbital energy (alpha / beta)	-7.740 / -9.870	eV
molecular weight	894.70	g mol⁻¹

Geometry as ORCA input:
```
! RIJCOSX wB97M-V def2-TZVPD def2/J DEFGRID3
* xyz 3 6
Ru 0.152 -0.089 -0.008
C -2.860 -0.189 -3.851
C -1.919 0.560 -2.941
O -1.529 0.077 -1.851
N -1.536 1.766 -3.357
C -0.844 2.725 -2.502
C 0.648 2.565 -2.410
C 1.460 3.406 -3.152
C 2.837 3.355 -3.000
C 3.364 2.447 -2.102
C 2.501 1.618 -1.415
N 1.159 1.655 -1.549
H -3.360 -0.983 -3.303
H -2.307 -0.628 -4.687
H -3.614 0.480 -4.267
H -1.864 2.078 -4.257
H -1.262 2.643 -1.515
H -1.068 3.716 -2.881
H 1.006 4.117 -3.833
H 3.479 4.024 -3.565
H 4.431 2.381 -1.919
H 2.891 0.885 -0.735
C -2.204 -1.259 3.035
P -1.863 -1.322 1.255
C -3.504 -1.045 0.505
C -1.613 -3.103 0.897
C -1.460 -3.320 -0.611
P -0.029 -2.416 -1.343
C 1.346 -3.595 -1.199
C -0.416 -2.503 -3.118
H -1.388 -1.701 3.608
H -3.122 -1.821 3.213
H -2.348 -0.226 3.359
H -4.091 -1.961 0.591
H -3.423 -0.764 -0.545
H -4.023 -0.260 1.055
H -2.478 -3.636 1.292
H -0.744 -3.473 1.434
H -2.355 -2.981 -1.136
H -1.329 -4.376 -0.842
H 1.001 -4.566 -1.559
H 1.703 -3.682 -0.173
H 2.182 -3.257 -1.814
H -0.324 -3.545 -3.426
H 0.281 -1.898 -3.705
H -1.429 -2.159 -3.298
Se 1.204 2.264 1.441
Se 0.516 1.882 3.624
C 0.825 -0.012 3.799
C 1.024 -0.423 5.111
C 1.222 -1.766 5.379
C 1.260 -2.655 4.321
C 1.077 -2.162 3.051
N 0.829 -0.864 2.766
C -0.547 2.841 0.909
C -0.936 4.163 0.961
C -2.262 4.455 0.663
C -3.124 3.420 0.329
C -2.635 2.126 0.286
N -1.356 1.834 0.572
H 1.025 0.308 5.908
H 1.364 -2.108 6.399
H 1.438 -3.715 4.482
H 1.138 -2.818 2.200
H -0.230 4.934 1.243
H -2.619 5.479 0.703
H -4.165 3.611 0.095
H -3.273 1.302 -0.004
C 5.770 0.045 -1.730
N 4.421 -0.516 -1.562
C 3.748 -0.878 -2.820
P 3.944 -1.263 -0.179
O 2.443 -1.082 -0.003
N 4.762 -0.620 1.069
C 4.202 0.429 1.925
C 6.084 -1.118 1.478
N 4.386 -2.827 -0.328
C 4.233 -3.717 0.828
C 5.387 -3.301 -1.297
H 5.723 0.868 -2.445
H 6.489 -0.682 -2.116
H 6.140 0.436 -0.786
H 3.768 -0.026 -3.501
H 2.705 -1.130 -2.626
H 4.225 -1.722 -3.329
H 3.177 0.632 1.632
H 4.779 1.357 1.854
H 4.207 0.110 2.972
H 6.515 -1.766 0.715
H 6.023 -1.674 2.416
H 6.767 -0.280 1.628
H 3.532 -3.298 1.544
H 5.188 -3.870 1.339
H 3.871 -4.699 0.509
H 5.619 -2.537 -2.032
H 5.018 -4.182 -1.828
H 6.315 -3.584 -0.792
*
```

Löwdin atomic charge list, values in e, 5 entries:
1. Ru 1.255
2. C 0.023
3. C -0.481
4. O -0.154
5. N 0.123